Here is C17H7FO4 in the gas phase at a distorted geometry from the OMol25 dataset. Energies are from wB97M-V/def2-TZVPD.

Positions of all 29 atoms, in Å:
O: 1.233 5.073 -0.520
O: -0.956 0.989 -2.807
O: 0.737 -1.059 -1.871
F: 0.135 -4.357 4.086
O: -0.236 -1.940 -0.004
C: 0.899 4.055 -1.107
C: -0.018 1.667 -2.362
C: 0.244 -0.921 -0.740
C: 0.687 4.061 -2.528
C: 0.229 2.907 -3.147
C: 0.822 -2.086 4.025
C: 0.026 -3.128 2.045
C: 0.959 2.864 1.068
C: 1.032 -0.895 3.308
C: 0.915 1.696 1.807
C: 0.334 -3.211 3.387
C: 0.124 -1.940 1.345
C: 0.725 2.839 -0.320
C: 0.395 1.607 -0.955
C: 0.432 0.396 -0.164
C: 0.617 -0.815 1.985
C: 0.662 0.448 1.204
H: 0.847 4.954 -3.111
H: -0.020 2.879 -4.211
H: 1.048 -2.152 5.092
H: -0.366 -4.026 1.557
H: 1.179 3.782 1.603
H: 1.430 -0.066 3.860
H: 1.230 1.724 2.824

## Properties
Multiplicity = 1
Energy relative to the best compared isomer or geometry (same formula, charge and spin) = 0.0 kcal per mole
Calculated total energy = -1052.83212 Ha
HOMO-LUMO gap = 0.28357 Ha
Molecular weight = 294.24 u
Total charge = 0


Here is 6 unconnected molecules or ions with the total composition C31H75N5O6 at a distorted geometry from the OMol25 dataset. Energies are from wB97M-V/def2-TZVPD.

Positions of all 117 atoms, in Å:
C: 2.830 1.206 -1.602
O: 2.129 0.097 -2.158
H: 2.664 2.153 -2.114
H: 2.465 1.325 -0.582
H: 3.916 1.120 -1.565
H: 2.579 -0.267 -2.924
C: 4.024 2.570 -7.873
C: 4.767 1.413 -8.416
C: 4.286 0.008 -7.939
O: 4.572 -0.165 -6.521
C: 5.976 -0.345 -6.263
N: 4.578 1.534 -9.845
H: 4.423 3.452 -8.375
H: 4.184 2.731 -6.807
H: 2.947 2.538 -8.043
H: 5.827 1.586 -8.228
H: 4.634 -0.817 -8.560
H: 3.200 0.009 -8.035
H: 6.038 0.050 -5.249
H: 6.679 0.280 -6.813
H: 6.238 -1.400 -6.179
H: 5.114 0.820 -10.319
H: 3.627 1.224 -9.984
C: -7.399 0.482 -3.637
C: -6.653 -0.362 -4.626
C: -5.239 -0.651 -4.082
O: -4.693 -1.600 -4.981
C: -3.325 -1.942 -4.875
N: -7.485 -1.535 -5.000
H: -7.581 0.003 -2.676
H: -8.386 0.708 -4.040
H: -7.011 1.492 -3.502
H: -6.686 0.159 -5.583
H: -5.189 -1.074 -3.078
H: -4.753 0.313 -3.936
H: -2.689 -1.058 -4.817
H: -3.081 -2.573 -5.729
H: -3.165 -2.377 -3.889
H: -6.763 -2.133 -5.375
H: -7.930 -2.093 -4.285
C: 3.237 -9.949 0.118
C: 4.222 -9.994 -1.049
C: 4.656 -8.625 -1.658
O: 3.528 -8.167 -2.409
C: 3.761 -6.856 -2.853
N: 5.440 -10.607 -0.571
H: 3.677 -9.458 0.986
H: 2.915 -10.942 0.431
H: 2.354 -9.351 -0.107
H: 3.747 -10.590 -1.828
H: 5.472 -8.720 -2.375
H: 4.877 -7.950 -0.831
H: 3.727 -6.046 -2.124
H: 3.015 -6.502 -3.564
H: 4.697 -6.698 -3.388
H: 5.723 -10.327 0.357
H: 5.098 -11.555 -0.502
C: -1.756 7.094 5.915
C: -2.319 7.247 4.466
C: -1.255 6.552 3.481
C: -1.684 6.424 2.010
C: -2.988 5.548 2.018
C: -4.120 6.081 2.939
N: -3.583 6.434 4.273
O: -4.583 6.759 5.175
C: -4.820 7.202 2.251
C: -5.110 4.964 3.121
C: -2.455 8.715 4.090
H: -0.852 7.702 5.897
H: -1.460 6.079 6.177
H: -2.428 7.546 6.645
H: -0.307 7.089 3.497
H: -1.061 5.583 3.941
H: -0.936 5.946 1.378
H: -1.957 7.357 1.516
H: -2.711 4.562 2.391
H: -3.315 5.544 0.978
H: -5.469 7.800 2.891
H: -4.298 8.000 1.723
H: -5.515 6.775 1.527
H: -4.598 4.156 3.645
H: -5.984 5.230 3.715
H: -5.475 4.528 2.191
H: -2.274 8.872 3.027
H: -1.692 9.310 4.592
H: -3.412 9.122 4.416
H: -4.352 6.229 5.941
C: 3.424 -1.143 4.349
C: 2.038 -1.740 4.794
C: 1.441 -0.714 5.806
C: -0.010 -1.065 6.173
C: -0.875 -1.057 4.913
C: -0.354 -1.994 3.783
N: 1.123 -1.773 3.589
O: 1.578 -2.541 2.540
C: -0.763 -3.498 4.116
C: -1.130 -1.495 2.492
C: 2.344 -3.029 5.544
H: 3.353 -0.146 3.914
H: 3.821 -1.896 3.668
H: 4.142 -1.071 5.166
H: 2.077 -0.606 6.685
H: 1.414 0.250 5.299
H: -0.299 -0.257 6.845
H: -0.166 -2.016 6.682
H: -0.965 -0.087 4.422
H: -1.872 -1.354 5.236
H: -1.829 -3.670 4.265
H: -0.362 -4.138 3.329
H: -0.386 -3.786 5.097
H: -2.172 -1.205 2.623
H: -0.508 -0.673 2.137
H: -1.026 -2.298 1.763
H: 3.203 -2.806 6.177
H: 2.717 -3.802 4.872
H: 1.434 -3.421 5.999
H: 1.559 -1.966 1.771

## Properties
Multiplicity = 1
Energy relative to the best compared isomer or geometry (same formula, charge and spin) = 18.7 kcal per mole
Calculated total energy = -1951.09113 Ha
HOMO-LUMO gap = 0.30648 Ha
Molecular weight = 613.97 u
Total charge = 0


Here is a molecular structure, C3H3NO2 at a distorted geometry from the OMol25 dataset. Energies are from wB97M-V/def2-TZVPD.

Positions of all 9 atoms, in Å:
C: 0.423 -0.208 -1.325
O: -0.411 -0.944 -0.751
C: -0.886 -0.439 0.925
O: -1.637 -1.084 1.501
C: 0.185 0.836 1.125
N: 0.441 1.240 2.212
H: 0.521 0.994 0.026
H: 1.499 -0.375 -1.198
H: 0.084 0.448 -2.136

## Properties
Multiplicity = 1
Energy relative to the best compared isomer or geometry (same formula, charge and spin) = 113.3 kcal per mole
Calculated total energy = -321.19709 Ha
HOMO-LUMO gap (alpha / beta) = 0.31584 / 0.31597 Ha
Molecular weight = 85.06 u
Total charge = 0


Here is a gas-phase ion, C4H10NS3 (charge +1) at a distorted geometry from the OMol25 dataset. Energies are from wB97M-V/def2-TZVPD.

Positions of all 18 atoms, in Å:
C: 1.389 -0.049 0.444
C: 0.812 -2.602 0.077
C: 0.084 -0.284 -0.333
C: -1.517 2.634 -0.584
N: -0.311 -1.653 0.228
S: 2.180 -1.674 0.907
S: -0.535 3.922 0.094
S: -1.601 1.133 0.079
H: 2.231 0.488 -0.007
H: 1.006 0.425 1.332
H: 0.538 -3.608 0.322
H: 1.161 -2.595 -1.004
H: 0.222 -0.522 -1.473
H: -2.001 2.807 -1.532
H: -1.129 -1.847 -0.314
H: -0.500 -1.758 1.216
H: -1.061 5.044 -0.413
H: -1.102 1.281 1.240

## Properties
Multiplicity = 1
Energy relative to the best compared isomer or geometry (same formula, charge and spin) = 70.4 kcal per mole
Calculated total energy = -1407.32012 Ha
HOMO-LUMO gap = 0.27909 Ha
Molecular weight = 168.33 u
Total charge = +1


Here is a molecular structure, C52H37AsF5N2O2PS5Ti from the OMol25 dataset. Energies are from wB97M-V/def2-TZVPD.

Positions of all 106 atoms, in Å:
Ti: 1.908 -2.604 -0.180
C: -0.576 -3.084 -2.513
O: -0.199 -2.698 -1.197
C: -1.219 -2.529 -0.290
C: -2.559 -2.666 -0.581
C: -3.506 -2.488 0.433
C: -3.075 -2.163 1.709
C: -1.723 -2.029 2.000
C: -0.756 -2.225 1.002
N: 0.594 -2.194 1.213
N: 0.903 -1.787 2.525
C: 2.090 -2.137 3.016
C: 3.063 -2.971 2.426
O: 2.854 -3.417 1.150
C: 4.177 -3.417 3.119
C: 4.456 -3.015 4.409
C: 3.577 -2.104 5.035
C: 3.823 -1.597 6.340
C: 2.980 -0.700 6.934
C: 1.824 -0.261 6.252
C: 1.556 -0.741 4.997
C: 2.412 -1.661 4.355
H: -1.159 -4.004 -2.477
H: 0.337 -3.244 -3.076
H: -1.151 -2.279 -2.978
H: -2.885 -2.922 -1.579
H: -4.559 -2.613 0.212
H: -3.799 -2.022 2.504
H: -1.368 -1.799 2.992
H: 4.841 -4.096 2.595
H: 5.336 -3.370 4.930
H: 4.712 -1.937 6.861
H: 3.198 -0.326 7.928
H: 1.160 0.460 6.715
H: 0.679 -0.421 4.453
S: 5.790 2.724 -3.865
C: 4.969 1.513 -3.064
S: 4.113 0.261 -3.853
C: 3.482 -0.548 -2.446
C: 3.868 -0.040 -1.257
S: 3.430 -0.698 0.288
S: 4.895 1.368 -1.357
S: 2.386 -1.883 -2.606
F: 4.357 -3.918 -1.253
C: 3.386 -4.821 -1.487
C: 2.077 -4.576 -1.084
C: 1.198 -5.600 -1.345
F: -0.105 -5.523 -0.959
C: 1.543 -6.779 -1.995
F: 0.628 -7.742 -2.235
C: 2.847 -6.964 -2.398
F: 3.211 -8.097 -3.032
C: 3.785 -5.978 -2.134
F: 5.063 -6.171 -2.512
C: -1.698 1.297 -0.789
C: -2.361 0.914 -2.102
As: -3.995 1.898 -2.597
C: -5.051 1.771 -0.965
C: -6.035 2.724 -0.703
C: -6.862 2.600 0.403
C: -6.729 1.508 1.253
C: -5.768 0.545 0.986
C: -4.936 0.674 -0.119
C: -3.249 3.697 -2.391
C: -3.245 4.431 -1.208
C: -2.644 5.681 -1.157
C: -2.030 6.209 -2.283
C: -2.016 5.481 -3.463
C: -2.629 4.237 -3.515
P: 0.092 0.738 -0.693
C: 0.683 1.967 -1.941
C: 0.842 1.498 -3.243
C: 1.174 2.361 -4.280
C: 1.367 3.709 -4.028
C: 1.206 4.191 -2.735
C: 0.857 3.332 -1.706
C: 0.485 1.570 0.899
C: 1.710 2.202 1.107
C: 2.032 2.752 2.338
C: 1.131 2.684 3.390
C: -0.084 2.043 3.204
C: -0.395 1.477 1.976
H: -2.237 0.843 0.041
H: -1.699 2.380 -0.638
H: -2.593 -0.154 -2.120
H: -1.709 1.116 -2.957
H: -6.149 3.578 -1.362
H: -7.610 3.357 0.604
H: -7.373 1.411 2.118
H: -5.649 -0.310 1.640
H: -4.191 -0.090 -0.302
H: -3.697 4.022 -0.313
H: -2.643 6.236 -0.227
H: -1.550 7.179 -2.237
H: -1.519 5.873 -4.341
H: -2.610 3.673 -4.442
H: 0.751 0.433 -3.434
H: 1.317 1.967 -5.279
H: 1.659 4.378 -4.828
H: 1.356 5.243 -2.524
H: 0.726 3.728 -0.707
H: 2.428 2.262 0.299
H: 3.001 3.214 2.477
H: 1.383 3.107 4.354
H: -0.787 1.958 4.023
H: -1.325 0.931 1.879

## Properties
Multiplicity = 1
Energy relative to the best compared isomer or geometry (same formula, charge and spin) = 6.9 kcal per mole
Calculated total energy = -8180.75228 Ha
HOMO-LUMO gap (alpha / beta) = 0.16060 / 0.16063 Ha
Molecular weight = 1130.97 u
Total charge = -2


Here is a molecular structure, C8H7CoO2Se2Te2 at a distorted geometry from the OMol25 dataset. Energies are from wB97M-V/def2-TZVPD.

Positions of all 22 atoms, in Å:
Co: -1.934 0.323 -1.809
C: 2.294 -0.398 -1.607
C: 0.862 -0.402 -1.116
O: -0.016 -0.431 -1.984
C: 0.590 -0.366 0.309
C: 1.683 -0.459 1.206
C: 1.523 -0.486 2.563
C: 0.211 -0.405 3.079
C: -0.872 -0.300 2.258
C: -0.748 -0.265 0.828
O: -1.810 -0.142 0.136
H: 2.275 -0.349 -2.692
H: 2.826 -1.297 -1.293
H: 2.830 0.464 -1.207
H: 2.686 -0.525 0.803
H: 2.378 -0.566 3.222
H: 0.061 -0.419 4.154
H: -1.878 -0.223 2.652
Se: -3.441 -0.564 -3.434
Te: -4.630 0.812 -1.703
Te: -3.663 3.297 -2.274
Se: -1.226 2.701 -2.093

## Properties
Multiplicity = 4
Energy relative to the best compared isomer or geometry (same formula, charge and spin) = 2.6 kcal per mole
Calculated total energy = -7181.37412 Ha
HOMO-LUMO gap (alpha / beta) = 0.23513 / 0.23366 Ha
Molecular weight = 607.20 u
Total charge = -1